This record from the Open Molecules 2025 dataset describes 5 unconnected molecules or ions with the total composition C42H67BF4N6O11PS in a non-equilibrium geometry. The level of theory is ωB97M-V/def2-TZVPD.

Last columns: bonded neighbours and bond lengths (Å).
Cartesian coordinates (Å):
1 C -1.6614 -4.8913 -1.1959  C2 1.432, H47 1.148, H48 1.153
2 C -0.6934 -3.8622 -1.4316  C1 1.432, N3 1.530, H49 1.153
3 N -0.9666 -2.4957 -2.0622  C2 1.530, B4 1.535, C7 1.539, C42 1.494
4 B 0.3466 -2.1657 -2.7856  N3 1.535, O5 1.460, O6 1.424
5 O 1.2365 -3.2224 -3.2571  B4 1.460, H50 0.987
6 O 0.8065 -0.8597 -3.1192  B4 1.424, H51 0.984
7 C -1.2178 -1.5960 -0.8395  N3 1.539, C8 1.592, C20 1.609, H52 1.163
8 C -0.1422 -1.7040 0.3285  C7 1.592, C9 1.633, H53 1.157, H54 1.138
9 C -0.6480 -2.5567 1.6261  C8 1.633, C10 1.593, H55 1.157, H56 1.158
10 C -1.8018 -1.8484 2.4664  C9 1.593, N11 1.493, H57 1.162, H58 1.140
11 N -2.4872 -2.7418 3.4466  C10 1.493, C12 1.499, H59 1.027
12 C -1.5439 -3.2964 4.4709  N11 1.499, C13 1.623, H60 1.141, H61 1.153
13 C -1.4883 -4.8968 4.2049  C12 1.623, C14 1.570, C18 1.547
14 C -2.7912 -5.6866 4.5831  C13 1.570, C15 1.553, H62 1.137
15 C -2.8271 -7.2159 4.3153  C14 1.553, C16 1.551, H63 1.142
16 C -1.5713 -7.8772 3.6911  C15 1.551, C17 1.550, H64 1.140
17 C -0.2749 -7.0978 3.3514  C16 1.550, C18 1.551, H65 1.139
18 C -0.2252 -5.5703 3.6175  C13 1.547, C17 1.551, O19 1.427
19 O 0.9810 -4.8762 3.3018  C18 1.427, H66 0.981
20 C -1.6344 -0.1025 -1.2694  C7 1.609, C21 1.636, O29 1.437, H67 1.156
21 C -2.1117 0.8164 -0.0033  C20 1.636, C22 1.633, H68 1.153, H69 1.135
22 C -1.4433 2.2969 -0.1689  C21 1.633, C23 1.628, H70 1.138, H71 1.156
23 C 0.1424 2.2363 0.1952  C22 1.628, C24 1.604, H72 1.148, H73 1.159
24 C 0.9814 3.3738 -0.5624  C23 1.604, O25 1.249, O26 1.440
25 O 0.4304 4.2311 -1.2845  C24 1.249
26 O 2.4127 3.3703 -0.4019  C24 1.440, C27 1.465
27 C 3.0141 2.3000 -1.2015  O26 1.465, C28 1.638, H74 1.143, H75 1.154
28 C 3.3238 0.9505 -0.3271  C27 1.638, H76 1.153, H77 1.139, H78 1.147
29 O -2.7247 -0.0235 -2.2022  C20 1.437, C30 1.421
30 C -2.7525 -0.9658 -3.2651  O29 1.421, C31 1.642, S38 1.851, C42 1.633
31 C -4.3595 -1.2037 -3.5071  C30 1.642, C32 1.616, H79 1.137, H80 1.147
32 C -5.2771 -0.6193 -2.3123  C31 1.616, C33 1.607, H81 1.159, H82 1.139
33 C -5.1940 -1.4976 -0.9691  C32 1.607, F34 1.412, C35 1.427
34 F -4.5919 -1.0951 0.2427  C33 1.412
35 C -5.8159 -2.7824 -0.9632  C33 1.427, F36 1.427, F37 1.408
36 F -6.0558 -3.4580 0.2707  C35 1.427
37 F -6.2730 -3.4499 -2.1154  C35 1.408
38 S -1.9778 -0.1520 -4.7358  C30 1.851, O39 1.519, O40 1.491, F41 1.700
39 O -1.2067 1.0460 -4.2102  S38 1.519
40 O -1.0464 -0.9685 -5.5654  S38 1.491
41 F -3.0798 0.5440 -5.8269  S38 1.700
42 C -2.1985 -2.4593 -2.9059  N3 1.494, C30 1.633, P43 1.888, H83 1.165
43 P -2.3219 -3.7051 -4.3186  C42 1.888, O44 1.511, O45 1.728, O46 1.738
44 O -1.0550 -4.3694 -4.8054  P43 1.511
45 O -3.1213 -3.0813 -5.7178  P43 1.728, H84 0.994
46 O -3.3712 -5.0043 -3.8377  P43 1.738, H85 0.996
47 H -1.6489 -5.8547 -1.8201  C1 1.148
48 H -2.4801 -4.8192 -0.3876  C1 1.153
49 H 0.3575 -4.0768 -1.0085  C2 1.153
50 H 2.0989 -3.0848 -2.7967  O5 0.987
51 H 1.0404 -0.7743 -4.0707  O6 0.984
52 H -2.1894 -2.0338 -0.3733  C7 1.163
53 H 0.0867 -0.6522 0.7524  C8 1.157
54 H 0.8716 -2.1534 0.0722  C8 1.138
55 H -0.8737 -3.6539 1.3348  C9 1.157
56 H 0.2868 -2.6267 2.3054  C9 1.158
57 H -1.3024 -1.0070 3.0925  C10 1.162
58 H -2.5549 -1.3938 1.7405  C10 1.140
59 H -3.2885 -2.2643 3.8760  N11 1.027
60 H -0.5090 -2.8167 4.4647  C12 1.141
61 H -2.0030 -3.0633 5.5026  C12 1.153
62 H -3.6769 -5.1387 5.0395  C14 1.137
63 H -3.7501 -7.8417 4.5603  C15 1.142
64 H -1.5928 -8.9936 3.4610  C16 1.140
65 H 0.6435 -7.5901 2.8914  C17 1.139
66 H 1.0790 -4.7517 2.3337  O19 0.981
67 H -0.7594 0.5151 -1.7032  C20 1.156
68 H -3.2470 1.0178 -0.0325  C21 1.153
69 H -1.7383 0.4303 0.9967  C21 1.135
70 H -1.6402 2.7495 -1.1947  C22 1.138
71 H -1.9120 2.9171 0.6864  C22 1.156
72 H 0.3312 2.2170 1.3274  C23 1.148
73 H 0.5622 1.2307 -0.1990  C23 1.159
74 H 2.4285 2.0584 -2.1529  C27 1.143
75 H 4.0390 2.6949 -1.5550  C27 1.154
76 H 4.2509 0.3913 -0.7235  C28 1.153
77 H 3.5085 1.1780 0.7737  C28 1.139
78 H 2.4523 0.2094 -0.4023  C28 1.147
79 H -4.7466 -0.7329 -4.4668  C31 1.137
80 H -4.6345 -2.3164 -3.5570  C31 1.147
81 H -6.3624 -0.7818 -2.6867  C32 1.159
82 H -5.1956 0.5045 -2.1433  C32 1.139
83 H -3.0473 -2.8064 -2.1882  C42 1.165
84 H -4.0821 -3.3232 -5.6379  O45 0.994
85 H -3.9246 -4.6327 -3.0977  O46 0.996
86 C -4.3059 3.3321 -4.9025  C87 1.521, H91 1.093, H92 1.093, H93 1.093
87 C -5.3123 4.2738 -4.2602  C86 1.521, C88 1.529, H94 1.095, H95 1.094
88 C -4.9258 4.6746 -2.8360  C87 1.529, C89 1.467, H96 1.094, H97 1.094
89 C -4.9305 3.5301 -1.9186  C88 1.467, N90 1.152
90 N -4.9258 2.6296 -1.2000  C89 1.152
91 H -4.2437 2.3841 -4.3615  C86 1.093
92 H -4.6011 3.1084 -5.9308  C86 1.093
93 H -3.3089 3.7800 -4.9276  C86 1.093
94 H -6.3011 3.8033 -4.2650  C87 1.095
95 H -5.3887 5.1779 -4.8710  C87 1.094
96 H -5.6362 5.4238 -2.4733  C88 1.094
97 H -3.9393 5.1482 -2.8346  C88 1.094
98 C 5.2235 6.0116 2.9533  C99 1.523, H103 1.092, H104 1.092, H105 1.093
99 C 5.9547 5.2862 1.8308  C98 1.523, C100 1.530, H106 1.095, H107 1.094
100 C 5.0994 4.2156 1.1503  C99 1.530, C101 1.462, H108 1.095, H109 1.094
101 C 4.7546 3.1195 2.0550  C100 1.462, N102 1.151
102 N 4.4746 2.2602 2.7685  C101 1.151
103 H 4.9557 5.3305 3.7640  C98 1.092
104 H 5.8609 6.7924 3.3741  C98 1.092
105 H 4.3101 6.4845 2.5847  C98 1.093
106 H 6.8720 4.8391 2.2283  C99 1.095
107 H 6.2589 6.0204 1.0787  C99 1.094
108 H 5.6528 3.8111 0.2967  C100 1.095
109 H 4.1860 4.6654 0.7501  C100 1.094
110 C 1.6292 6.1599 7.9162  C111 1.523, H115 1.093, H116 1.093, H117 1.093
111 C 1.1838 5.6335 6.5578  C110 1.523, C112 1.530, H118 1.095, H119 1.094
112 C 2.3529 5.3001 5.6295  C111 1.530, C113 1.466, H120 1.095, H121 1.094
113 C 3.1286 6.4885 5.2621  C112 1.466, N114 1.150
114 N 3.7422 7.4199 4.9806  C113 1.150
115 H 2.1724 7.1036 7.8238  C110 1.093
116 H 0.7592 6.3395 8.5531  C110 1.093
117 H 2.2757 5.4386 8.4234  C110 1.093
118 H 0.5256 6.3694 6.0844  C111 1.095
119 H 0.5896 4.7274 6.7109  C111 1.094
120 H 1.9612 4.8376 4.7180  C112 1.095
121 H 3.0066 4.5609 6.1028  C112 1.094
122 C 7.1846 -2.2184 -0.8953  C123 1.524, H127 1.093, H128 1.093, H129 1.093
123 C 7.5467 -2.1389 -2.3732  C122 1.524, C124 1.530, H130 1.095, H131 1.094
124 C 7.8459 -0.7143 -2.8430  C123 1.530, C125 1.466, H132 1.094, H133 1.094
125 C 6.6690 0.1564 -2.7649  C124 1.466, N126 1.151
126 N 5.7472 0.8420 -2.6955  C125 1.151
127 H 6.2660 -1.6677 -0.6754  C122 1.093
128 H 7.0246 -3.2596 -0.6033  C122 1.093
129 H 7.9864 -1.8128 -0.2727  C122 1.093
130 H 6.7329 -2.5678 -2.9673  C123 1.095
131 H 8.4306 -2.7583 -2.5510  C123 1.094
132 H 8.1924 -0.7487 -3.8804  C124 1.094
133 H 8.6624 -0.2897 -2.2512  C124 1.094

Results
* total charge: +1
* gap between HOMO and LUMO: 0.2106 hartree